1.
The following is a quantum chemistry calculation of a molecular structure, C15H38CuN3O9P, from the Open Molecules 2025 dataset.

Last column: Löwdin charge in e.
Atoms and positions in Å:
Cu (-22.28980, 26.22870, 1.02080)  0.59
O (-20.56806, 29.81183, 1.25284)  -0.62
H (-19.70190, 29.99803, 1.66472)  -0.20
O (-25.87086, 27.69643, 0.91892)  -0.58
H (-26.04600, 27.52266, 1.86425)  -0.19
C (-22.31533, 27.38843, -5.45288)  -0.30
O (-22.39354, 26.62357, -4.47833)  0.00
N (-22.88767, 27.18385, -6.68243)  -0.21
C (-22.98285, 28.13269, -7.74090)  -0.08
C (-23.45073, 25.86013, -6.99900)  -0.05
H (-21.84060, 28.38167, -5.47077)  0.13
H (-22.54410, 27.64467, -8.61121)  0.08
H (-22.41762, 29.04874, -7.56922)  0.09
H (-24.05316, 28.32822, -7.80657)  0.09
H (-23.11827, 25.51404, -7.97768)  0.07
H (-23.12586, 25.01843, -6.38735)  0.09
H (-24.54055, 25.86394, -7.01821)  0.09
C (-26.75545, 21.95409, -2.20479)  -0.36
O (-27.42263, 22.55676, -3.01624)  0.02
N (-26.94661, 20.69299, -1.83293)  -0.19
C (-26.02084, 19.95122, -1.02206)  -0.08
C (-28.05983, 19.89068, -2.37234)  -0.04
H (-25.83876, 22.38240, -1.77071)  0.14
H (-25.41135, 19.21371, -1.54427)  0.08
H (-26.54039, 19.37015, -0.26013)  0.08
H (-25.32244, 20.61080, -0.50699)  0.09
H (-28.68259, 19.45657, -1.59015)  0.08
H (-28.77577, 20.47678, -2.94856)  0.08
H (-27.68546, 19.07505, -2.99097)  0.09
C (-17.48144, 23.00727, -1.34005)  -0.33
O (-18.16037, 23.12729, -0.31798)  -0.01
N (-16.14024, 23.19501, -1.34668)  -0.19
C (-15.35221, 22.91538, -2.56526)  -0.06
C (-15.35695, 23.73618, -0.22830)  -0.05
H (-17.91732, 22.63795, -2.28123)  0.13
H (-15.94927, 22.20149, -3.13270)  0.08
H (-14.40526, 22.41195, -2.37045)  0.08
H (-15.05987, 23.85739, -3.02922)  0.09
H (-15.89462, 24.32296, 0.51648)  0.09
H (-14.76077, 22.97370, 0.27299)  0.08
H (-14.62396, 24.44415, -0.61507)  0.08
C (-20.55602, 24.19089, 9.09371)  -0.05
C (-21.26680, 23.88889, 7.67850)  -0.24
O (-22.67110, 23.75430, 7.95315)  -0.22
P (-23.81414, 24.31959, 6.96656)  0.53
O (-23.41511, 24.31924, 5.52801)  -0.25
O (-25.11814, 23.42849, 7.45060)  -0.20
C (-25.22095, 22.06243, 7.13059)  -0.29
C (-26.19687, 21.41820, 8.06271)  -0.08
O (-24.15233, 25.79558, 7.64401)  -0.22
C (-23.19337, 26.77490, 8.05787)  -0.23
C (-23.43021, 27.99135, 7.05629)  -0.05
H (-20.46383, 23.24734, 9.63159)  0.06
H (-19.59507, 24.67047, 8.90750)  0.07
H (-21.17979, 24.83398, 9.71454)  0.06
H (-21.14107, 24.67898, 6.93820)  0.10
H (-20.81424, 23.05566, 7.14091)  0.11
H (-25.43271, 22.01079, 6.06261)  0.13
H (-24.22481, 21.66525, 7.32575)  0.11
H (-26.03635, 21.41927, 9.14082)  0.08
H (-27.20831, 21.82202, 8.01772)  0.08
H (-26.36250, 20.37220, 7.80468)  0.07
H (-23.55828, 26.96776, 9.06670)  0.11
H (-22.14342, 26.48214, 8.05980)  0.10
H (-23.02851, 27.67353, 6.09415)  0.08
H (-24.45440, 28.31896, 6.87792)  0.08
H (-22.84004, 28.84977, 7.37710)  0.07

Calculated values
- F_max (eV Å⁻¹) = 3.7
- total charge = -1
- orbital gap (eV) = 4.06

---

2.
The following is a quantum chemistry calculation of a molecular structure, C20H18F9N5O5PtS, from the Open Molecules 2025 dataset.

Last column: Löwdin charge in e.
Atoms and positions in Å:
Pt (0.37038, 0.42401, 0.36429)  1.47
N (4.03234, -1.41193, 0.03579)  0.14
C (5.09435, -0.49749, 0.07194)  -0.24
C (6.35924, -0.88314, -0.35626)  -0.02
C (7.41472, 0.01254, -0.31226)  -0.08
C (7.21224, 1.30839, 0.14415)  -0.09
C (5.94871, 1.69629, 0.56342)  -0.10
C (4.89425, 0.79420, 0.54577)  -0.46
S (3.35406, 1.21749, 1.27181)  1.01
N (2.33910, 0.22447, 0.31220)  -0.46
C (2.71251, -1.07559, 0.05477)  -0.33
C (1.70296, -1.98497, -0.27890)  -0.20
C (1.85940, -3.32571, -0.69332)  -0.01
C (0.75135, -4.07805, -0.97268)  -0.06
C (-0.53438, -3.51879, -0.85945)  -0.04
C (-0.64868, -2.20610, -0.46753)  -0.09
N (0.42898, -1.46612, -0.19167)  -0.08
H (4.25864, -2.35827, -0.21292)  0.13
H (6.51261, -1.89441, -0.71841)  0.11
H (8.39660, -0.30013, -0.64370)  0.11
H (8.03314, 2.01312, 0.16984)  0.10
H (5.77493, 2.70141, 0.93100)  0.11
H (2.84450, -3.76694, -0.77377)  0.11
H (0.86856, -5.10964, -1.27920)  0.11
H (-1.42465, -4.09302, -1.06770)  0.11
H (-1.59707, -1.70495, -0.36011)  0.10
F (-1.66231, 2.68762, -2.44472)  0.16
C (-2.45966, 2.79196, -1.38038)  -0.54
F (-3.62697, 3.28394, -1.79418)  0.18
F (-1.89692, 3.72163, -0.56934)  0.14
C (-2.56998, 1.41494, -0.63207)  -0.29
O (-1.38259, 0.77571, -0.70638)  -0.24
C (-3.13829, 1.69360, 0.80243)  -0.56
F (-3.65247, 0.58984, 1.33750)  0.18
F (-2.18397, 2.14679, 1.61674)  0.15
F (-4.10953, 2.62399, 0.77454)  0.16
C (-3.62219, 0.53513, -1.40090)  -0.55
F (-3.39235, 0.58640, -2.71981)  0.17
F (-3.51979, -0.74476, -1.02846)  0.16
F (-4.88723, 0.91226, -1.19485)  0.17
O (-1.18887, -1.30446, 3.72602)  0.07
N (-0.45680, -0.86958, 2.86208)  -0.54
O (0.76833, -0.87739, 2.92038)  0.00
O (-1.05194, -0.25190, 1.85236)  -0.17
C (1.06735, 5.77290, 0.15163)  -0.02
N (0.73890, 4.56059, 0.89467)  -0.12
C (0.10148, 4.73778, 2.19905)  0.00
C (0.83606, 3.35611, 0.34301)  -0.48
C (1.38031, 3.24059, -1.04587)  0.01
O (0.48373, 2.36057, 1.02969)  -0.18
H (1.12805, 6.59523, 0.85922)  0.09
H (0.29899, 6.00864, -0.58820)  0.10
H (2.02888, 5.68200, -0.34852)  0.09
H (-0.86211, 5.23436, 2.07323)  0.10
H (0.74114, 5.34861, 2.83490)  0.10
H (-0.05705, 3.77281, 2.66331)  0.09
H (0.89734, 3.95285, -1.71032)  0.09
H (1.20979, 2.23968, -1.42840)  0.07
H (2.45431, 3.43947, -1.03136)  0.10

Calculated values
- F_max (eV Å⁻¹) = 1.0
- total charge = 0
- orbital gap (alpha / beta) (eV) = 6.52 / 6.49
- multiplicity = 3
- energy relative to the best compared isomer or geometry (same formula, charge and spin) (kJ/mol) = 17.82

---

3.
The following is a quantum chemistry calculation of 19 unconnected molecules or ions with the total composition C19H76N38O19, from the Open Molecules 2025 dataset.

Last column: Löwdin charge in e.
Atoms and positions in Å:
C (-2.38138, 2.12623, -5.40513)  -0.81
O (-3.54562, 1.96236, -5.28567)  0.06
N (-1.77966, 3.15638, -4.88390)  0.17
N (-1.51415, 1.37870, -6.03642)  0.18
H (-2.16599, 3.97938, -4.44399)  0.12
H (-0.78816, 3.27200, -5.03765)  0.08
H (-1.74110, 0.61521, -6.65744)  0.13
H (-0.55059, 1.45856, -5.74439)  0.04
C (2.50123, 3.62178, -2.90695)  -0.86
O (3.03473, 3.88539, -1.89166)  0.05
N (3.00846, 3.92776, -4.03738)  0.20
N (1.54027, 2.78602, -2.93080)  0.22
H (2.54480, 3.72562, -4.91160)  0.10
H (3.76439, 4.59758, -4.04101)  0.13
H (1.18564, 2.35040, -2.09141)  0.08
H (1.25831, 2.45631, -3.84288)  0.07
C (3.13587, 2.65266, 1.24603)  -0.78
O (3.29164, 1.96228, 2.23018)  0.01
N (3.61750, 2.19359, 0.10121)  0.19
N (2.46479, 3.72629, 1.13341)  0.19
H (3.31372, 2.82811, -0.62351)  0.03
H (3.85397, 1.22544, -0.06269)  0.06
H (2.01231, 4.11111, 1.95028)  0.10
H (1.79451, 3.73106, 0.37789)  0.10
C (2.01962, 1.83730, -6.70334)  -0.79
O (1.18001, 1.88984, -5.83257)  0.00
N (2.02657, 2.60407, -7.71731)  0.18
N (3.04063, 1.06533, -6.80003)  0.20
H (1.30274, 3.30729, -7.67668)  0.13
H (2.75077, 2.72001, -8.41172)  0.13
H (3.59172, 1.05344, -7.64635)  0.13
H (3.12385, 0.50723, -5.96235)  0.10
C (-0.79957, 1.90807, 3.55649)  -0.67
O (-0.84375, 2.15194, 4.78281)  -0.01
N (-0.03589, 2.45302, 2.66709)  0.20
N (-1.59535, 1.04345, 2.89834)  0.18
H (0.47421, 3.31822, 2.77351)  0.11
H (-0.56881, 2.21397, 1.84310)  0.06
H (-2.30066, 0.66650, 3.51522)  0.08
H (-1.23055, 0.71403, 2.01601)  0.06
C (3.55996, -0.05301, -3.33157)  -0.70
O (2.63871, 0.25851, -4.10112)  -0.04
N (3.82261, -1.24502, -2.83584)  0.21
N (4.33122, 0.86678, -2.84891)  0.21
H (4.33036, -1.18564, -1.96477)  0.08
H (3.33591, -2.05107, -3.20123)  0.06
H (5.30009, 0.69038, -2.62471)  0.13
H (4.05292, 1.75142, -3.24899)  0.10
C (0.48754, -3.04558, 2.48994)  -0.77
O (0.62767, -3.06323, 1.32989)  0.07
N (-0.62884, -2.98419, 3.14306)  0.19
N (1.51895, -2.92410, 3.33483)  0.18
H (-1.45363, -2.99877, 2.56031)  0.08
H (-0.76515, -3.00120, 4.14368)  0.12
H (2.42748, -3.31225, 3.12504)  0.07
H (1.30385, -2.80765, 4.31477)  0.10
C (-3.86541, -2.09164, 1.44902)  -0.81
O (-3.58881, -1.15993, 0.76783)  0.04
N (-3.37618, -2.31485, 2.66573)  0.16
N (-4.44542, -3.10537, 0.91312)  0.20
H (-3.86824, -2.86007, 3.35906)  0.12
H (-2.86562, -1.52640, 3.03691)  0.07
H (-4.75332, -3.95413, 1.36579)  0.12
H (-4.86925, -2.73513, 0.07444)  0.12
C (0.48954, -2.05191, -4.23210)  -0.77
O (1.62004, -2.39910, -4.21577)  0.01
N (0.28663, -0.82227, -3.92787)  0.19
N (-0.57557, -2.85005, -4.21794)  0.20
H (1.16837, -0.33342, -3.98841)  0.04
H (-0.63818, -0.45461, -4.10005)  0.09
H (-1.50779, -2.47859, -4.33229)  0.08
H (-0.35328, -3.83373, -4.27327)  0.12
C (-6.28392, 1.27064, 2.29271)  -0.79
O (-5.62293, 2.09320, 1.72898)  0.04
N (-7.52598, 1.57447, 2.67241)  0.17
N (-5.84756, 0.08150, 2.63722)  0.21
H (-7.75053, 2.51908, 2.39425)  0.12
H (-8.12456, 0.82501, 2.98884)  0.11
H (-4.88940, -0.15066, 2.41786)  0.08
H (-6.53326, -0.55285, 3.02130)  0.12
C (-2.81528, -0.56126, 6.03331)  -0.75
O (-3.31275, -0.63327, 4.90370)  -0.01
N (-1.92776, 0.25002, 6.45742)  0.21
N (-2.88229, -1.54668, 6.87846)  0.14
H (-1.66006, 0.98444, 5.81783)  0.06
H (-1.59155, 0.12202, 7.40118)  0.13
H (-2.95719, -1.25146, 7.84145)  0.11
H (-3.17563, -2.46149, 6.56674)  0.11
C (5.29097, -3.32830, 4.75370)  -0.76
O (4.74062, -2.51164, 4.07764)  0.00
N (5.28073, -4.61865, 4.60643)  0.20
N (5.88479, -2.88732, 5.83098)  0.19
H (4.92510, -4.87175, 3.69562)  0.12
H (5.97177, -5.16799, 5.09712)  0.13
H (6.32301, -3.43058, 6.56100)  0.12
H (5.52223, -1.95543, 5.97322)  0.13
C (-2.22346, 3.76429, 0.23566)  -0.77
O (-2.81368, 4.86448, 0.42713)  -0.02
N (-2.78872, 2.64924, 0.49809)  0.19
N (-1.08206, 3.60703, -0.35835)  0.18
H (-2.12280, 1.89395, 0.41938)  0.04
H (-3.69751, 2.62135, 0.93788)  0.09
H (-0.70615, 4.42710, -0.81252)  0.13
H (-0.91494, 2.62313, -0.51361)  0.07
C (4.17631, -1.47416, 0.79395)  -0.67
O (3.84320, -0.70193, -0.11903)  -0.04
N (5.27945, -1.42763, 1.49623)  0.19
N (3.53156, -2.57769, 1.09457)  0.21
H (5.23013, -2.03215, 2.30383)  0.07
H (6.05784, -0.96606, 1.04774)  0.13
H (2.68241, -2.82561, 0.60715)  0.06
H (3.92977, -3.21681, 1.76766)  0.10
C (-2.95206, -0.30178, -2.94581)  -0.70
O (-2.71300, -0.72526, -4.08866)  -0.02
N (-2.62882, -1.02786, -1.93264)  0.19
N (-3.36303, 0.93422, -2.55926)  0.20
H (-2.09786, -1.81078, -2.28650)  0.11
H (-2.76075, -0.73169, -0.97609)  0.06
H (-3.52480, 1.35140, -1.65379)  0.09
H (-3.72236, 1.40427, -3.37782)  0.07
C (-7.01066, 0.46351, -1.70196)  -0.80
O (-7.04034, -0.31753, -2.61082)  0.05
N (-6.33754, 0.19991, -0.58784)  0.18
N (-7.84138, 1.43228, -1.59992)  0.17
H (-6.18470, 0.93436, 0.08841)  0.06
H (-5.61966, -0.50979, -0.62052)  0.08
H (-8.03797, 1.90300, -0.72821)  0.11
H (-8.43298, 1.69388, -2.37559)  0.12
C (0.29076, 0.34494, -0.15403)  -0.71
O (-0.89875, 0.52518, 0.09592)  -0.01
N (1.13282, 0.03228, 0.72217)  0.25
N (0.88807, 0.40109, -1.34639)  0.21
H (1.91351, -0.56524, 0.49068)  0.08
H (0.86502, 0.22697, 1.67636)  0.12
H (1.86898, 0.16540, -1.39511)  0.09
H (0.26955, -0.01323, -2.02894)  0.08
C (2.69302, 0.20154, 5.37829)  -0.80
O (2.34682, -0.56153, 6.28270)  -0.03
N (2.30778, 1.43931, 5.29585)  0.18
N (3.39958, -0.19319, 4.36775)  0.18
H (2.33284, 2.06871, 4.50634)  0.09
H (1.70221, 1.56365, 6.09455)  0.11
H (3.75808, -1.13737, 4.37766)  0.04
H (3.45060, 0.40358, 3.55451)  0.07
C (2.42351, -4.35322, -1.47710)  -0.84
O (2.65501, -5.15622, -0.61020)  0.03
N (1.42955, -3.51816, -1.38454)  0.20
N (3.12300, -4.23892, -2.54214)  0.18
H (1.35184, -3.14791, -0.44807)  0.05
H (1.34084, -3.00183, -2.24804)  0.07
H (2.53057, -3.69015, -3.14875)  0.06
H (3.93498, -4.81487, -2.71269)  0.14

Calculated values
- F_max (eV Å⁻¹) = 7.6
- total charge = 0
- orbital gap (eV) = 8.65
- energy relative to the best compared isomer or geometry (same formula, charge and spin) (kJ/mol) = 1156.55